ORCA calculation (ωB97M-V/def2-TZVPD) on C20H20ClF6MnN4O4P as an isolated structure.

```
57
C20H20ClF6MnN4O4P (ωB97M-V/def2-TZVPD)
Mn 0.474 -0.454 -28.523
Cl 2.961 1.312 -30.663
O 2.145 2.415 -30.998
O 3.189 0.599 -31.887
O 4.171 1.737 -30.015
O 2.159 0.579 -29.712
P -2.116 -1.441 -26.043
F -3.239 -1.428 -24.885
F -0.933 -1.655 -24.992
F -2.088 -3.042 -26.351
F -0.967 -1.304 -27.220
F -3.245 -1.262 -27.231
F -1.974 0.164 -25.813
N -0.657 1.395 -28.343
C -0.121 2.673 -28.299
C -0.818 3.825 -28.527
C -2.184 3.808 -28.636
C -2.843 2.584 -28.599
C -2.036 1.475 -28.512
H 0.889 2.711 -27.919
H -0.220 4.721 -28.441
H -2.768 4.716 -28.615
H -3.905 2.466 -28.754
H -2.509 0.507 -28.593
N -0.787 -0.673 -30.274
C -1.837 -1.602 -30.139
C -2.730 -1.932 -31.161
C -2.605 -1.266 -32.381
C -1.616 -0.292 -32.536
C -0.693 -0.107 -31.521
H -1.902 -2.175 -29.226
H -3.442 -2.731 -31.018
H -3.183 -1.513 -33.260
H -1.501 0.122 -33.527
H 0.027 0.642 -31.819
N 0.977 -2.535 -28.729
C 1.362 -3.030 -29.964
C 1.383 -4.344 -30.338
C 1.002 -5.321 -29.404
C 0.692 -4.906 -28.096
C 0.748 -3.526 -27.818
H 1.574 -2.292 -30.724
H 1.586 -4.544 -31.380
H 0.957 -6.367 -29.670
H 0.344 -5.582 -27.329
H 0.449 -3.230 -26.823
N 1.589 -0.012 -26.836
C 2.839 -0.497 -26.626
C 3.567 -0.495 -25.433
C 2.900 -0.049 -24.304
C 1.641 0.483 -24.458
C 1.058 0.568 -25.722
H 3.317 -1.007 -27.449
H 4.560 -0.906 -25.323
H 3.534 -0.018 -23.430
H 1.119 0.968 -23.647
H 0.109 1.064 -25.864
```

The value obtained for the strongest force on any atom is 5.10 eV Å⁻¹. The orbital gap (alpha / beta) comes out at 3.32 / 7.49 eV. The spin multiplicity is 7. The net charge is -1.

These are the Löwdin partial charges, in e, on atoms 1 to 5: 0.7985, 0.6223, -0.3560, -0.3393, -0.3463



ORCA calculation (ωB97M-V/def2-TZVPD) on one molecule with the formula C20H20ClN3O4.

```
48
C20H20ClN3O4 (ωB97M-V/def2-TZVPD)
C -2.407 4.443 0.142
O -1.321 3.590 0.416
C -1.076 3.243 1.716
C -1.894 3.564 2.792
C -1.558 3.138 4.067
C -0.411 2.399 4.287
C 0.414 2.086 3.220
C 0.085 2.489 1.937
C 1.035 2.226 0.808
O 2.065 2.856 0.686
N 0.687 1.235 -0.056
C 1.547 0.949 -1.179
C 0.759 1.226 -2.453
N -0.430 0.404 -2.426
C -1.038 -0.036 -1.317
O -1.973 -0.819 -1.370
C -0.536 0.478 0.033
C -0.433 -0.703 1.029
C 0.566 -1.750 0.554
O 1.716 -1.771 0.932
N 0.021 -2.621 -0.340
C 0.647 -3.649 -1.047
C 1.962 -4.043 -0.815
C 2.518 -5.070 -1.555
C 1.765 -5.709 -2.527
Cl 2.464 -6.994 -3.450
C 0.454 -5.327 -2.768
C -0.099 -4.301 -2.030
H -2.366 4.635 -0.929
H -2.320 5.389 0.683
H -3.363 3.968 0.386
H -2.791 4.145 2.649
H -2.205 3.395 4.893
H -0.154 2.075 5.284
H 1.325 1.528 3.374
H 2.417 1.603 -1.098
H 1.871 -0.096 -1.147
H 1.346 0.976 -3.339
H 0.489 2.288 -2.493
H -0.821 0.081 -3.300
H -1.333 1.137 0.401
H -1.423 -1.146 1.139
H -0.096 -0.316 1.991
H -0.942 -2.452 -0.610
H 2.543 -3.544 -0.058
H 3.536 -5.376 -1.374
H -0.125 -5.829 -3.527
H -1.119 -3.995 -2.213
```

The value obtained for the strongest force on any atom is 0.74 eV Å⁻¹. The orbital gap comes out at 8.89 eV.

These are the Löwdin partial charges, in e, on atoms 1 to 5: -0.0734, -0.0839, -0.2294, -0.0127, -0.0749



ORCA calculation (ωB97M-V/def2-TZVPD) on one molecule with the formula C20H20ClN3O5S.

```
50
C20H20ClN3O5S (ωB97M-V/def2-TZVPD)
C 5.502 2.017 3.428
C 4.987 1.076 2.404
C 4.272 -0.081 2.499
C 4.118 -0.489 1.147
N 3.491 -1.623 0.697
S 2.184 -2.285 1.498
O 2.496 -2.409 2.888
O 1.836 -3.469 0.771
C 0.839 -1.119 1.295
C 0.931 0.015 0.515
C -0.195 0.785 0.284
C -1.424 0.395 0.812
N -2.613 1.061 0.520
C -2.833 1.971 -0.475
O -1.962 2.505 -1.122
C -4.307 2.248 -0.724
C -4.989 1.060 -1.423
C -4.093 0.419 -2.489
O -3.333 -0.598 -1.856
C -2.015 -0.816 -2.123
C -1.465 -1.911 -1.449
C -0.127 -2.221 -1.563
C 0.677 -1.424 -2.364
Cl 2.368 -1.772 -2.483
C 0.147 -0.356 -3.062
C -1.200 -0.054 -2.949
C -1.492 -0.726 1.643
C -0.362 -1.481 1.879
N 4.687 0.370 0.332
O 5.236 1.342 1.111
H 5.109 3.016 3.250
H 5.206 1.680 4.417
H 6.588 2.070 3.374
H 3.908 -0.593 3.363
H 3.473 -1.740 -0.308
H 1.870 0.307 0.072
H -0.134 1.662 -0.337
H -3.433 0.658 0.952
H -4.817 2.475 0.213
H -4.359 3.126 -1.370
H -5.915 1.406 -1.883
H -5.244 0.281 -0.702
H -3.463 1.180 -2.951
H -4.704 -0.053 -3.268
H -2.113 -2.508 -0.827
H 0.296 -3.054 -1.022
H 0.781 0.249 -3.690
H -1.580 0.792 -3.499
H -2.437 -1.017 2.078
H -0.393 -2.365 2.496
```

The value obtained for the strongest force on any atom is 1.70 eV Å⁻¹. The orbital gap comes out at 8.78 eV.

These are the Löwdin partial charges, in e, on atoms 1 to 5: 0.0002, -0.3102, 0.0484, -0.3995, -0.0338



ORCA calculation (ωB97M-V/def2-TZVPD) on one molecule with the formula C20H20FN3O2.

```
46
C20H20FN3O2 (ωB97M-V/def2-TZVPD)
C 1.275 -4.233 -1.975
C 0.296 -3.377 -1.228
C 0.214 -3.499 0.171
C -0.659 -2.758 0.934
C -1.473 -1.859 0.258
C -1.403 -1.708 -1.142
C -2.349 -0.683 -1.429
N -2.919 -0.250 -0.342
N -2.412 -0.950 0.701
C -2.815 -0.733 2.017
O -2.501 -1.496 2.893
C -3.648 0.507 2.211
C -2.751 1.706 2.552
C -1.855 2.122 1.386
C -0.623 1.235 1.278
O -0.138 0.646 2.219
N -0.094 1.174 0.032
C 1.143 0.476 -0.250
C 2.248 1.433 -0.610
C 2.950 1.309 -1.801
C 3.954 2.206 -2.126
C 4.265 3.248 -1.272
C 3.556 3.362 -0.089
F 3.848 4.375 0.753
C 2.557 2.473 0.257
C -0.514 -2.479 -1.891
H 1.021 -5.285 -1.856
H 2.281 -4.088 -1.585
H 1.273 -3.995 -3.035
H 0.867 -4.207 0.659
H -0.712 -2.854 2.005
H -2.616 -0.270 -2.383
H -4.323 0.324 3.049
H -4.221 0.713 1.307
H -3.392 2.542 2.834
H -2.117 1.448 3.403
H -1.492 3.140 1.555
H -2.414 2.106 0.449
H -0.500 1.718 -0.713
H 0.985 -0.248 -1.056
H 1.393 -0.067 0.667
H 2.713 0.500 -2.477
H 4.495 2.096 -3.054
H 5.039 3.962 -1.505
H 2.032 2.585 1.193
H -0.463 -2.366 -2.964
```

The value obtained for the strongest force on any atom is 0.89 eV Å⁻¹. The orbital gap comes out at 9.23 eV.

These are the Löwdin partial charges, in e, on atoms 1 to 5: -0.0535, -0.2805, -0.0266, 0.0225, -0.1439



ORCA calculation (ωB97M-V/def2-TZVPD) on C20H20IrN4OS2 as an isolated structure.

```
48
C20H20IrN4OS2 (ωB97M-V/def2-TZVPD)
Ir -0.675 2.192 -1.745
C -1.390 -0.407 1.773
C -1.123 0.837 0.959
N -1.419 0.857 -0.303
N -2.088 -0.287 -0.761
C -2.091 -0.425 -2.047
S -1.380 0.587 -3.234
S -2.880 -1.934 -2.606
C -1.365 -2.928 -2.790
C -0.775 -3.315 -1.463
C 0.335 -2.644 -0.968
C 0.858 -2.958 0.280
C 0.277 -3.956 1.046
C -0.839 -4.630 0.561
C -1.362 -4.306 -0.679
C -0.505 2.003 1.641
C -0.241 1.881 3.018
C 0.357 2.865 3.779
C 0.730 4.055 3.153
C 0.469 4.241 1.819
C -0.183 3.261 1.014
O -0.434 3.584 -0.204
H -1.548 -1.254 1.116
H -2.283 -0.294 2.392
H -0.548 -0.619 2.429
H -0.668 -2.325 -3.370
H -1.648 -3.802 -3.378
H 0.776 -1.847 -1.555
H 1.712 -2.407 0.657
H 0.685 -4.205 2.018
H -1.309 -5.401 1.160
H -2.252 -4.809 -1.042
H -0.529 0.971 3.523
H 0.527 2.710 4.837
H 1.226 4.837 3.718
H 0.735 5.162 1.316
C -0.371 3.549 -3.092
H -0.381 3.395 -4.175
H -0.172 4.595 -2.830
N 2.095 1.353 -0.097
C 2.962 0.362 0.175
C 2.903 -0.516 -0.884
C 1.942 0.041 -1.750
N 1.461 1.172 -1.262
H 1.821 2.128 0.489
H 3.548 0.362 1.079
H 3.468 -1.422 -1.018
H 1.571 -0.312 -2.700
```

The value obtained for the strongest force on any atom is 1.76 eV Å⁻¹. The orbital gap (alpha / beta) comes out at 6.03 / 5.54 eV. The net charge is -1.

These are the Löwdin partial charges, in e, on atoms 1 to 5: 0.8568, -0.0395, -0.2552, -0.1480, -0.0762



ORCA calculation (ωB97M-V/def2-TZVPD) on C20H20N10O6STi as an isolated structure.

```
58
C20H20N10O6STi (ωB97M-V/def2-TZVPD)
Ti 1.906 0.436 0.475
N 1.082 2.863 1.095
C 1.744 3.878 0.297
C 3.123 3.388 -0.133
O 3.967 4.235 -0.492
N 3.263 2.075 -0.075
C 4.592 1.581 -0.359
C 4.557 0.087 -0.629
O 5.521 -0.475 -1.126
O 3.445 -0.512 -0.303
H 0.140 3.114 1.358
H 1.609 2.616 1.929
H 1.888 4.841 0.798
H 1.150 4.073 -0.603
H 5.266 1.751 0.489
H 5.053 2.078 -1.216
N -5.516 -2.613 -2.558
C -4.176 -2.630 -2.115
C -3.209 -3.345 -2.818
C -1.900 -3.380 -2.365
C -1.553 -2.717 -1.202
C -2.508 -2.014 -0.489
C -3.815 -1.967 -0.944
S 0.130 -2.757 -0.613
O 0.872 -3.547 -1.560
O 0.073 -3.179 0.754
N 0.588 -1.199 -0.608
C 0.580 -0.482 -1.740
N 1.088 0.756 -1.529
C 1.219 1.588 -2.544
C 0.778 1.243 -3.807
C 0.223 -0.029 -3.931
N 0.118 -0.898 -2.949
H -5.598 -2.730 -3.557
H -6.016 -1.790 -2.260
H -3.485 -3.865 -3.730
H -1.127 -3.900 -2.915
H -2.217 -1.497 0.415
H -4.565 -1.414 -0.387
H 1.699 2.535 -2.322
H 0.871 1.909 -4.652
H -0.150 -0.365 -4.897
C -2.466 0.978 3.999
C -2.200 -0.120 2.967
C -1.171 0.265 2.009
N -0.382 0.602 1.250
H -3.201 0.617 4.720
H -2.860 1.878 3.523
H -1.550 1.245 4.527
H -3.110 -0.353 2.407
H -1.860 -1.040 3.452
O 2.689 0.809 2.180
N 2.020 -0.409 2.249
C 1.163 -0.439 3.391
C 0.961 0.706 4.176
N 0.765 1.639 4.847
C 0.541 -1.612 3.835
N -0.049 -2.513 4.282
```

The value obtained for the strongest force on any atom is 2.17 eV Å⁻¹. The orbital gap (alpha / beta) comes out at 4.33 / 4.33 eV. The net charge is -2.

These are the Löwdin partial charges, in e, on atoms 1 to 5: 1.0548, -0.0208, -0.1936, -0.5886, -0.0575



ORCA calculation (ωB97M-V/def2-TZVPD) on C20H20N2O4 as an isolated structure.

```
46
C20H20N2O4 (ωB97M-V/def2-TZVPD)
C -8.755 -0.722 -0.653
H -8.980 -1.266 0.153
H -9.302 0.211 -0.969
H -8.746 -1.451 -1.606
O -7.484 -0.356 -0.694
C -6.598 -1.156 -0.205
O -6.839 -2.382 -0.002
C -5.243 -0.411 -0.188
C -4.181 -1.216 0.137
C -2.835 -0.745 0.413
C -2.756 0.879 0.335
C -3.896 1.590 -0.086
C -5.020 0.764 -0.287
H -5.863 1.666 -0.368
H -3.664 2.547 -0.197
N -1.532 1.272 0.625
C -0.222 0.587 0.872
O -0.104 -0.477 1.112
C 0.955 1.915 0.841
H 0.521 2.595 1.770
C 1.084 2.436 -0.549
C 2.196 1.745 -0.858
O 2.680 1.812 -2.107
N 2.795 0.989 0.180
C 3.965 0.251 -0.320
C 4.747 -0.254 1.063
C 5.762 -1.313 0.995
C 6.216 -1.481 -0.249
C 5.398 -1.317 -1.250
C 4.423 -0.475 -1.231
H 3.876 -0.058 -2.254
H 5.758 -1.696 -2.446
C 7.386 -2.527 -0.285
H 8.078 -2.296 -1.015
H 7.010 -3.607 -0.679
H 7.859 -2.502 0.706
H 6.303 -1.385 1.733
H 4.369 0.126 2.304
C 2.170 1.202 1.290
H 1.909 0.331 1.876
H 2.862 1.742 2.076
H 0.160 2.461 -0.921
H 1.337 3.443 -0.337
H -1.530 2.166 0.401
H -2.137 -1.268 0.580
H -4.125 -2.371 0.298
```

The value obtained for the strongest force on any atom is 18.95 eV Å⁻¹. The orbital gap comes out at 8.78 eV.

These are the Löwdin partial charges, in e, on atoms 1 to 5: -0.0866, 0.0516, 0.1252, 0.1543, -0.0451



ORCA calculation (ωB97M-V/def2-TZVPD) on one molecule with the formula C20H20N4O4S2.

```
50
C20H20N4O4S2 (ωB97M-V/def2-TZVPD)
O -5.133 -0.719 0.045
C -4.098 -0.173 0.367
C -3.921 1.319 0.105
S -3.189 1.523 -1.558
C -1.538 1.981 -1.184
N -1.213 2.348 0.004
C 0.108 2.625 0.254
C 0.488 2.999 1.547
C 1.811 3.256 1.827
C 2.784 3.149 0.834
C 2.426 2.784 -0.444
C 1.090 2.519 -0.747
C 0.701 2.121 -2.099
O 1.442 1.977 -3.044
N -0.669 1.896 -2.227
N -3.084 -0.855 0.952
C -1.779 -0.364 1.319
C -0.756 -0.795 0.270
N -0.752 -2.236 0.120
S 0.286 -2.626 -1.179
O -0.089 -1.835 -2.318
O 0.286 -4.050 -1.309
C 1.861 -2.062 -0.551
C 2.513 -1.008 -1.162
C 3.723 -0.575 -0.641
C 4.256 -1.196 0.477
C 3.592 -2.257 1.077
C 2.385 -2.696 0.559
C -2.084 -2.749 -0.181
C -3.087 -2.305 0.883
H -4.913 1.768 0.050
H -3.287 1.861 0.799
H -0.273 3.085 2.306
H 2.099 3.547 2.826
H 3.816 3.358 1.070
H 3.153 2.706 -1.237
H -0.995 1.570 -3.131
H -1.762 0.720 1.412
H -1.511 -0.810 2.283
H 0.247 -0.480 0.567
H -0.998 -0.334 -0.698
H 2.075 -0.549 -2.034
H 4.246 0.242 -1.112
H 5.198 -0.857 0.880
H 4.017 -2.741 1.943
H 1.843 -3.522 0.990
H -2.003 -3.835 -0.221
H -2.415 -2.383 -1.164
H -4.091 -2.635 0.616
H -2.807 -2.708 1.860
```

The value obtained for the strongest force on any atom is 1.15 eV Å⁻¹. The orbital gap comes out at 9.00 eV.

These are the Löwdin partial charges, in e, on atoms 1 to 5: 0.0559, -0.5301, -0.3184, 1.0346, -0.6514



ORCA calculation (ωB97M-V/def2-TZVPD) on one molecule with the formula C20H20N4O5S.

```
50
C20H20N4O5S (ωB97M-V/def2-TZVPD)
C 4.828 2.353 -1.260
C 3.330 2.077 -1.204
O 2.994 0.786 -1.678
C 3.373 -0.315 -0.959
C 3.750 -0.314 0.375
C 4.048 -1.505 1.018
C 3.976 -2.704 0.337
C 3.607 -2.719 -0.998
C 3.310 -1.538 -1.654
O 2.986 -1.465 -2.995
C 2.026 -2.377 -3.475
C 0.633 -2.139 -2.873
O -0.191 -3.021 -2.800
N 0.476 -0.853 -2.465
C -0.568 -0.286 -1.743
C -0.418 1.042 -1.331
C -1.391 1.643 -0.562
C -2.516 0.921 -0.214
S -3.724 1.661 0.855
O -3.328 2.982 1.229
O -5.051 1.464 0.359
N -3.653 0.640 2.221
C -2.510 0.487 2.934
N -1.379 0.845 2.330
C -0.261 0.669 3.009
C -0.242 0.138 4.290
C -1.478 -0.206 4.820
N -2.606 -0.038 4.157
C -2.698 -0.380 -0.640
C -1.724 -0.991 -1.408
H 5.373 1.678 -0.605
H 5.022 3.377 -0.953
H 5.190 2.213 -2.276
H 2.939 2.232 -0.191
H 2.804 2.756 -1.882
H 3.800 0.609 0.931
H 4.334 -1.487 2.058
H 4.209 -3.631 0.837
H 3.562 -3.657 -1.530
H 2.301 -3.423 -3.303
H 1.975 -2.211 -4.556
H 1.280 -0.246 -2.610
H 0.473 1.583 -1.609
H -1.297 2.655 -0.205
H -4.515 0.410 2.689
H 0.645 0.963 2.495
H 0.674 -0.002 4.839
H -1.579 -0.631 5.810
H -3.598 -0.904 -0.364
H -1.840 -2.009 -1.741
```

The value obtained for the strongest force on any atom is 1.35 eV Å⁻¹. The orbital gap comes out at 9.21 eV.

These are the Löwdin partial charges, in e, on atoms 1 to 5: -0.0550, -0.2457, -0.0739, -0.1971, -0.0190